(1)
# C4H6O4

2 unconnected molecules or ions with the total composition C4H6O4 (wB97M-V/def2-TZVPD, the OMol25 dataset).

Summary:
M: 118.1 g mol⁻¹
net charge: 0
SMILES: CC(=O)C(=O)O.C=O

CARTESIAN COORDINATES (ANGSTROEM)
C1 0.68978 0.99729 1.34362
C2 0.10825 0.91321 -0.02533
O1 -1.01107 1.22285 -0.34059
C3 1.09902 0.35148 -1.06175
O2 2.28192 0.56278 -1.03777
O3 0.49252 -0.38656 -1.98151
H1 0.10037 1.65578 1.97506
H2 0.67120 -0.01014 1.76411
H3 1.72680 1.31873 1.28662
H4 1.12940 -0.72925 -2.63131
C4 -1.82428 -1.47438 0.17545
O4 -0.85638 -1.71366 0.83562
H5 -2.77362 -1.13556 0.61815
H6 -1.83392 -1.57255 -0.92036

=====

(2)
# C4H6O4

C4H6O4 in the gas phase (wB97M-V/def2-TZVPD, the OMol25 dataset).

Summary:
M: 118.1 g mol⁻¹
net charge: 0
SMILES: CC(=O)OCC(=O)O

CARTESIAN COORDINATES (ANGSTROEM)
C1 -2.28109 0.76268 0.06457
C2 -1.25699 -0.30886 -0.09891
O1 -1.52892 -1.45350 -0.33595
O2 0.01896 0.21097 -0.19624
C3 1.00286 -0.82369 0.05183
C4 2.30483 -0.15441 -0.13564
O3 3.35712 -0.78150 0.06734
O4 2.39709 1.13782 -0.27228
H1 -2.12418 1.58751 -0.71241
H2 -3.51006 0.34146 0.26822
H3 -1.92953 1.13200 1.22583
H4 1.13466 -1.28862 1.00491
H5 0.80183 -1.59664 -0.66787
H6 1.61342 1.23477 -0.26338

=====

Relative to the most stable structure, the computed energies are (1) 0.000; (2) 2.085, all in eV.

=====

(1)
# C4H6O4

2 unconnected molecules or ions with the total composition C4H6O4 (wB97M-V/def2-TZVPD, the OMol25 dataset).

Summary:
M: 118.1 g mol⁻¹
net charge: 0

CARTESIAN COORDINATES (ANGSTROEM)
O1 2.28722 -0.08231 -1.21294
C1 2.63933 -0.29743 -0.00219
O2 2.22034 0.14572 1.13533
C2 -0.55246 0.07743 -1.00823
C3 -0.31832 0.90351 0.34789
C4 -1.65432 0.06825 0.18684
O3 -2.73077 0.63069 0.00019
O4 -1.74801 -1.20603 0.84573
H1 3.33881 -1.10797 0.08714
H2 0.24823 -0.55877 -1.14054
H3 -1.15455 0.34769 -1.91586
H4 -0.34135 2.00589 0.31296
H5 0.36230 0.37847 0.99656
H6 -2.59646 -1.30513 1.36713

=====

(2)
# C4H6O4

A molecular structure, C4H6O4 (wB97M-V/def2-TZVPD, the OMol25 dataset).

Summary:
M: 118.1 g mol⁻¹
net charge: 0

CARTESIAN COORDINATES (ANGSTROEM)
C1 1.39246 -0.92295 0.59908
C2 0.00167 0.76930 -0.96482
C3 -1.13043 -0.13756 0.51529
C4 0.16834 -0.23166 0.10829
O1 -0.15358 0.43636 -2.25350
O2 0.54753 1.99136 -0.89723
O3 -1.72390 -0.69010 1.57851
O4 -1.73331 0.76491 -0.22080
H1 0.59121 2.24099 0.03601
H2 -0.45799 -0.48068 -2.28761
H3 -2.64588 -0.39120 1.57839
H4 2.18738 -0.22702 0.88715
H5 1.14419 -1.52337 1.47609
H6 1.81232 -1.59839 -0.15486

=====

(3)
# C4H6O4

A molecular structure, C4H6O4 (wB97M-V/def2-TZVPD, the OMol25 dataset).

Summary:
M: 118.1 g mol⁻¹
net charge: 0

CARTESIAN COORDINATES (ANGSTROEM)
C1 0.25016 0.11036 -0.44478
C2 1.58694 0.50467 0.11804
C3 -1.47241 0.65273 0.20068
C4 -0.61400 -1.15455 0.81048
O1 -0.58675 1.20964 -0.72006
O2 0.33467 -0.73640 -1.52078
O3 -2.28801 -0.28332 0.02483
O4 -0.51969 -1.19870 1.98286
H1 -0.12549 -0.34778 -2.27837
H2 -1.59960 1.36833 1.02175
H3 -0.71442 -1.92457 0.04643
H4 1.45218 0.95374 1.10010
H5 2.07189 1.21877 -0.55006
H6 2.22454 -0.37291 0.20888

=====

(4)
# C4H6O4

C4H6O4 in the gas phase (wB97M-V/def2-TZVPD, the OMol25 dataset).

Summary:
M: 118.1 g mol⁻¹
net charge: 0
SMILES: O=C(O)/C=C\OCO

CARTESIAN COORDINATES (ANGSTROEM)
O1 0.77417 1.61800 -0.54411
C1 1.01999 0.43978 -0.76783
O2 1.72074 0.14306 -1.93055
C2 1.07034 -0.63654 0.08892
C3 0.31454 -0.86952 1.28210
O3 -0.65793 -0.01906 1.69520
C4 -1.44970 0.60084 0.56496
O4 -1.54053 -0.19306 -0.61517
H1 2.01946 0.88784 -2.38979
H2 1.72750 -1.46585 -0.12132
H3 0.71741 -1.46194 2.02923
H4 -2.51742 0.96412 0.76976
H5 -0.90623 1.34746 0.33653
H6 -2.46198 -0.31751 -0.69230

=====

Relative to the most stable structure, the computed energies are (1) 5.150; (2) 0.000; (3) 2.022; (4) 1.194, all in eV.